No. 1
C54H114F2N7O10PtS2 as an isolated structure in a non-equilibrium geometry. Source: OMol25; level of theory: the ωB97M-V functional and the def2-TZVPD basis.

The strongest force on any atom comes out at 10.61 eV/Å. For the HOMO energy (spin up / spin down), the calculation gives -9.32 / -9.32 eV. The calculation puts the HOMO-LUMO gap (spin up / spin down) at 5.5 / 2.8 eV. For the LUMO energy (spin up / spin down), the calculation gives -3.79 / -6.48 eV. The energy is -4376.2393 hartree.

```
! RIJCOSX wB97M-V def2-TZVPD def2/J DEFGRID3
* xyz 1 3
Pt 23.82 17.87 16.14
N 22.36 17.60 14.65
S 21.19 16.64 14.39
O 21.58 15.56 13.53
O 19.78 16.93 14.56
F 21.46 15.86 15.79
S 21.96 18.44 13.18
O 21.15 19.58 13.50
O 21.86 17.87 11.88
F 23.34 19.19 13.13
C 25.49 10.83 11.17
C 24.08 10.81 10.57
C 23.10 10.27 11.62
C 22.76 11.40 12.61
C 22.20 12.67 11.92
C 23.14 13.17 10.79
N 23.60 12.03 9.99
O 24.48 12.50 9.00
C 22.26 14.10 9.92
C 24.18 14.06 11.48
C 24.05 9.73 9.46
H 25.61 9.92 11.76
H 25.63 11.64 11.89
H 26.22 11.08 10.41
H 22.20 9.92 11.11
H 23.52 9.47 12.22
H 23.66 11.71 13.15
H 22.03 11.03 13.33
H 21.99 13.32 12.77
H 21.26 12.32 11.51
H 21.69 14.87 10.44
H 22.90 14.54 9.15
H 21.55 13.52 9.33
H 24.83 13.53 12.18
H 24.88 14.47 10.75
H 23.76 14.92 12.00
H 24.19 8.71 9.83
H 24.88 9.81 8.76
H 23.13 9.85 8.88
H 23.95 12.59 8.20
C 28.22 20.16 8.37
C 26.82 20.84 8.35
C 25.79 19.80 7.96
C 25.55 18.83 9.16
C 25.02 19.63 10.33
C 25.98 20.76 10.79
N 26.32 21.52 9.57
O 27.04 22.69 9.83
C 25.13 21.62 11.73
C 27.21 20.21 11.50
C 26.72 21.88 7.21
H 28.97 20.89 8.67
H 28.57 19.83 7.39
H 28.25 19.30 9.03
H 24.83 20.20 7.65
H 26.16 19.21 7.13
H 26.46 18.30 9.44
H 24.93 17.98 8.89
H 24.83 19.04 11.23
H 24.02 19.97 10.06
H 24.88 20.97 12.57
H 25.77 22.40 12.16
H 24.22 22.08 11.36
H 27.42 19.19 11.17
H 28.13 20.76 11.32
H 27.13 20.14 12.59
H 26.84 21.42 6.22
H 27.44 22.70 7.18
H 25.71 22.28 7.18
H 26.43 23.43 9.92
C 17.65 21.85 14.33
C 16.43 21.78 15.21
C 15.14 21.78 14.39
C 14.92 20.39 13.75
C 14.88 19.32 14.88
C 16.11 19.22 15.78
N 16.37 20.66 16.18
O 17.38 20.77 17.13
C 15.66 18.39 16.98
C 17.30 18.46 15.12
C 16.36 23.13 15.92
H 17.53 22.50 13.47
H 17.61 20.88 13.83
H 18.64 21.82 14.78
H 14.24 21.93 14.98
H 15.11 22.62 13.69
H 15.65 20.19 12.96
H 14.00 20.46 13.16
H 14.74 18.35 14.40
H 13.94 19.58 15.36
H 14.77 18.76 17.50
H 15.47 17.41 16.55
H 16.40 18.25 17.77
H 17.37 18.76 14.07
H 18.27 18.62 15.58
H 17.12 17.39 15.09
H 15.65 23.12 16.75
H 16.04 23.92 15.24
H 17.31 23.41 16.37
H 18.13 20.37 16.66
C 19.72 22.94 11.90
C 20.12 21.97 10.77
C 19.37 20.63 11.00
C 19.49 19.72 9.78
C 19.06 20.44 8.53
C 19.69 21.78 8.22
N 19.77 22.55 9.46
O 20.19 23.83 9.26
C 21.00 21.54 7.47
C 18.77 22.43 7.19
C 21.66 21.72 10.91
H 19.62 22.31 12.78
H 20.40 23.78 12.03
H 18.72 23.35 11.78
H 19.87 20.06 11.79
H 18.30 20.67 11.23
H 20.54 19.44 9.66
H 19.07 18.73 9.91
H 17.97 20.46 8.58
H 19.32 19.68 7.79
H 20.97 21.14 6.46
H 21.67 20.82 7.95
H 21.68 22.39 7.36
H 19.35 23.26 6.77
H 17.87 22.85 7.65
H 18.62 21.78 6.33
H 22.05 21.00 10.19
H 22.12 22.68 10.66
H 21.86 21.31 11.89
H 21.13 23.81 9.49
C 21.36 18.37 18.41
C 21.75 19.75 17.84
C 21.62 20.85 18.96
C 22.11 22.23 18.54
C 23.53 22.13 18.00
C 23.74 21.04 16.95
N 23.17 19.74 17.35
O 24.00 19.00 18.19
C 23.13 21.57 15.61
C 25.27 21.03 16.66
C 20.66 20.00 16.78
H 20.30 18.22 18.63
H 21.89 18.05 19.31
H 21.52 17.69 17.58
H 20.59 20.82 19.33
H 22.21 20.53 19.83
H 22.01 22.93 19.37
H 21.52 22.75 17.78
H 24.21 22.07 18.86
H 23.79 23.11 17.60
H 22.94 20.79 14.88
H 22.21 22.15 15.74
H 23.82 22.36 15.32
H 25.83 20.59 17.49
H 25.49 20.54 15.71
H 25.58 22.08 16.58
H 20.66 19.30 15.94
H 20.58 21.02 16.42
H 19.73 19.85 17.33
H 23.97 19.45 19.05
C 19.64 15.46 19.40
C 18.95 14.40 18.52
C 18.12 15.21 17.49
C 17.42 14.28 16.50
C 18.50 13.51 15.76
C 19.52 12.70 16.66
N 19.88 13.49 17.84
O 20.74 12.76 18.71
C 18.77 11.38 17.01
C 20.75 12.39 15.84
C 18.00 13.65 19.48
H 20.33 14.94 20.06
H 18.90 16.09 19.89
H 20.20 16.04 18.66
H 17.35 15.76 18.03
H 18.76 15.93 16.98
H 16.86 14.86 15.76
H 16.78 13.56 17.02
H 19.14 14.09 15.10
H 18.04 12.85 15.02
H 18.40 10.86 16.13
H 19.38 10.59 17.47
H 17.96 11.54 17.72
H 21.24 13.32 15.52
H 21.59 11.83 16.26
H 20.55 11.78 14.96
H 17.20 13.08 19.01
H 17.40 14.36 20.07
H 18.51 12.98 20.17
H 21.55 13.28 18.69
*
```



No. 2
A 6-piece molecular cluster, C54H114N6O6 overall in a non-equilibrium geometry. Source: OMol25; level of theory: the ωB97M-V functional and the def2-TZVPD basis.

The energy above the lowest of the compared OMol25 structures with the same formula, charge and spin comes out at 218.58 kcal/mol. The strongest force on any atom comes out at 7.01 eV/Å. For the HOMO energy, the calculation gives -7.64 eV. The calculation puts the HOMO-LUMO gap at 8.1 eV. For the LUMO energy, the calculation gives 0.46 eV. The energy is -2905.3186 hartree.

```
! RIJCOSX wB97M-V def2-TZVPD def2/J DEFGRID3
* xyz 0 1
C 6.47 17.63 -10.73
C 5.77 16.22 -10.45
C 5.39 16.07 -8.93
C 4.38 16.35 -11.22
C 4.43 15.93 -12.74
C 5.21 14.59 -12.93
C 6.63 14.56 -12.30
C 7.06 13.04 -12.15
C 7.74 15.25 -13.23
N 6.52 15.05 -10.91
O 7.71 15.06 -10.24
H 6.57 18.16 -9.78
H 7.47 17.45 -11.12
H 5.97 18.35 -11.39
H 4.99 15.09 -8.70
H 6.21 16.36 -8.27
H 4.62 16.81 -8.68
H 3.53 15.89 -10.73
H 4.01 17.37 -11.23
H 3.47 15.80 -13.23
H 5.05 16.60 -13.34
H 5.40 14.40 -13.98
H 4.52 13.79 -12.63
H 6.45 12.56 -11.37
H 8.14 12.98 -12.02
H 6.89 12.34 -12.96
H 8.78 14.99 -13.06
H 7.55 16.32 -13.13
H 7.64 14.91 -14.26
H 7.66 14.43 -9.52
C -2.00 -0.20 -22.27
C -0.49 0.07 -22.06
C -0.35 0.78 -20.68
C 0.16 -1.22 -22.21
C 1.70 -1.12 -22.25
C 2.05 -0.18 -23.41
C 1.41 1.23 -23.48
C 2.15 2.16 -22.48
C 1.39 1.60 -24.99
N 0.01 0.99 -23.08
O -0.70 2.19 -23.19
H -2.56 0.74 -22.26
H -2.17 -0.65 -23.25
H -2.40 -0.70 -21.39
H 0.54 0.57 -20.09
H -0.53 1.85 -20.68
H -1.06 0.36 -19.96
H 0.22 -1.99 -21.43
H -0.26 -1.96 -22.89
H 2.00 -0.77 -21.26
H 2.09 -2.13 -22.39
H 1.88 -0.81 -24.28
H 3.13 -0.16 -23.27
H 1.60 3.10 -22.40
H 3.21 2.07 -22.71
H 2.07 1.70 -21.49
H 0.91 0.83 -25.57
H 2.38 1.91 -25.33
H 0.93 2.58 -25.08
H -1.53 1.83 -23.50
C 4.10 1.59 -13.21
C 5.23 2.40 -12.52
C 5.97 3.23 -13.54
C 4.61 3.42 -11.47
C 4.12 2.68 -10.28
C 5.18 1.83 -9.66
C 5.98 0.91 -10.54
C 7.23 0.54 -9.76
C 5.19 -0.34 -10.77
N 6.28 1.51 -11.84
O 7.01 0.79 -12.66
H 4.50 0.66 -13.63
H 3.21 1.26 -12.68
H 3.82 2.19 -14.08
H 6.54 3.96 -12.96
H 6.78 2.71 -14.05
H 5.41 3.92 -14.17
H 5.37 4.14 -11.16
H 3.89 3.99 -12.06
H 3.58 3.37 -9.64
H 3.30 2.05 -10.62
H 4.77 1.36 -8.77
H 5.74 2.64 -9.18
H 7.80 1.43 -9.50
H 7.98 -0.02 -10.31
H 6.84 -0.02 -8.91
H 4.31 -0.21 -11.41
H 4.89 -0.79 -9.83
H 5.72 -1.13 -11.30
H 7.88 1.11 -12.40
C 17.43 1.27 -16.91
C 16.79 2.59 -16.42
C 16.60 2.79 -14.88
C 17.52 3.81 -17.15
C 16.86 5.15 -17.35
C 15.37 4.97 -17.88
C 14.55 3.84 -17.22
C 14.06 4.50 -15.98
C 13.46 3.57 -18.21
N 15.39 2.61 -16.98
O 14.63 1.57 -16.54
H 16.94 0.41 -16.45
H 17.18 1.16 -17.96
H 18.47 1.18 -16.61
H 16.01 1.98 -14.46
H 17.57 2.79 -14.38
H 16.19 3.75 -14.58
H 18.34 4.01 -16.47
H 17.93 3.41 -18.08
H 16.89 5.70 -16.40
H 17.48 5.69 -18.05
H 15.48 4.73 -18.94
H 14.80 5.90 -17.79
H 14.75 5.07 -15.37
H 13.71 3.67 -15.37
H 13.19 5.11 -16.23
H 13.73 3.19 -19.20
H 12.89 4.49 -18.36
H 12.71 2.88 -17.82
H 14.10 1.48 -17.34
C 2.83 -9.10 -7.85
C 2.78 -10.37 -8.64
C 1.39 -10.59 -9.45
C 3.89 -10.24 -9.67
C 5.31 -10.64 -9.32
C 5.32 -12.08 -8.71
C 4.33 -12.02 -7.45
C 4.10 -13.40 -6.92
C 5.01 -11.23 -6.35
N 2.99 -11.50 -7.73
O 1.97 -11.61 -6.77
H 2.29 -8.32 -8.37
H 2.46 -9.16 -6.82
H 3.84 -8.72 -7.72
H 0.92 -9.72 -9.91
H 1.65 -11.14 -10.35
H 0.73 -11.17 -8.79
H 3.67 -10.91 -10.50
H 4.04 -9.24 -10.07
H 5.95 -10.77 -10.20
H 5.71 -10.03 -8.52
H 6.31 -12.49 -8.53
H 4.83 -12.69 -9.47
H 4.95 -13.76 -6.34
H 3.94 -14.02 -7.80
H 3.26 -13.47 -6.23
H 5.14 -10.16 -6.53
H 5.94 -11.71 -6.06
H 4.50 -11.43 -5.40
H 1.40 -12.33 -7.05
C -4.82 11.90 -10.22
C -3.52 12.69 -9.77
C -3.45 14.14 -10.57
C -3.56 13.06 -8.28
C -3.14 12.00 -7.32
C -1.69 11.48 -7.69
C -1.57 11.02 -9.24
C -0.02 11.01 -9.52
C -2.16 9.62 -9.31
N -2.25 12.07 -10.10
O -1.98 11.80 -11.47
H -5.21 11.23 -9.46
H -5.59 12.63 -10.47
H -4.70 11.48 -11.22
H -2.45 14.58 -10.58
H -3.77 13.99 -11.60
H -3.99 14.99 -10.16
H -2.93 13.94 -8.17
H -4.61 13.21 -8.01
H -3.29 12.47 -6.35
H -3.92 11.25 -7.48
H -1.73 10.56 -7.12
H -0.85 12.14 -7.46
H 0.38 12.01 -9.71
H 0.22 10.62 -10.51
H 0.52 10.42 -8.78
H -2.21 9.24 -10.33
H -3.17 9.59 -8.91
H -1.66 8.88 -8.70
H -1.51 12.59 -11.75
*
```



> Look up the energy of the second one.

-2905.3186 hartree



> The highest energy belongs to which entry?

C54H114N6O6



> energy of number 1 (C54H114F2N7O10PtS2)?

-4376.2393 hartree